Below is a molecular structure, C21H27F2N5PdS at a distorted geometry, with properties calculated with ωB97M-V/def2-TZVPD.

```
57
C21H27F2N5PdS | OMol25 | ωB97M-V/def2-TZVPD
H -3.2694 -2.6891 1.4965
H -3.1951 -5.5930 -2.0831
C 2.7417 -3.7471 1.5780
N 1.3671 5.0919 -0.5506
N -0.0800 -1.9906 0.0199
H -4.1132 -3.4478 -1.2989
H -2.9954 -1.0033 1.9248
Pd -0.8134 0.1212 0.0601
H 2.4225 4.0701 -2.0275
C -0.3090 -4.1532 -1.0992
S -0.0850 2.9802 -1.4909
H 2.0196 6.9090 0.4063
C 1.2133 6.2183 0.2338
C 0.1996 4.4142 -0.6177
C 2.0429 -1.1723 0.6997
H -1.6424 4.8944 0.2285
C 1.7822 1.1266 1.3510
H 4.0439 -0.6269 1.2028
H -4.4694 -1.2895 -1.4104
C 1.4754 -3.5281 1.1049
H 3.2073 5.5359 -1.4091
H 4.6788 -2.8842 1.9376
C 2.3864 0.5224 -0.9438
C 3.3153 -1.4249 1.1563
N -2.7416 -1.4492 -0.1522
H -0.5853 6.9573 1.2714
H -3.9128 0.2115 -0.6806
F -2.9782 1.0864 1.3268
H 3.0131 -4.7188 1.9672
C -2.2227 -2.6717 -0.6893
C -1.1515 -5.0858 -1.6423
C 2.6201 4.6621 -1.1388
C 1.1146 -2.2518 0.5829
H -2.5514 2.3459 -0.1435
H 3.4482 0.6967 -0.7311
N 1.6447 0.1324 0.2670
H 0.7257 -4.3038 1.1815
H -0.7498 -6.0043 -2.0472
H 0.7615 -4.2956 -1.1424
H 1.4140 2.0833 0.9876
H -3.0023 -0.5105 -2.0242
C -0.8303 -2.9442 -0.5510
N -0.6773 5.1370 0.1089
C 3.6741 -2.7064 1.5766
H 2.8232 1.2484 1.6734
H 1.9622 1.4367 -1.3457
H 1.1902 0.8213 2.2142
C -0.0700 6.2502 0.6472
F -1.2552 2.3784 1.3888
C -2.5269 -4.8411 -1.6840
C -3.0481 -3.6278 -1.2368
H -4.4717 -1.4571 1.0858
C -3.5783 -0.7208 -1.1245
H 3.1872 4.0646 -0.4237
H 2.3017 -0.2624 -1.6957
C -2.0477 1.6664 0.5400
C -3.4030 -1.6615 1.1643
```

Net charge: +2
Relative energy (zero: lowest compared OMol25 entry of this formula, charge and spin), kJ/mol: 121.21
LUMO (alpha / beta), eV: -9.359 / -9.356